(1)
Formula: C26H51N4O28S6
Source: the Open Molecules 2025 dataset
Level of theory: ωB97M-V with the def2-TZVPD basis set

Its charge is -1. The HOMO energy is -0.1438 Eh. As for the frontier orbital gap: 5.325 eV. The value obtained for the strongest force on any atom is 5.49 eV Å⁻¹. Its LUMO energy is 1.412 eV.

Atoms and positions in Å:
C: -1.2403 -5.1328 30.3189
C: 0.1719 -4.5894 29.8332
C: 1.2523 -5.1849 30.7690
O: 0.3342 -4.7517 28.4355
H: -1.3384 -4.9982 31.3961
H: -1.5367 -6.1434 30.0378
H: -2.0617 -4.6499 29.7895
H: 0.2144 -3.5288 30.0810
H: 2.2458 -5.0110 30.3556
H: 1.2552 -6.2735 30.8238
H: 1.2729 -4.6619 31.7251
O: -1.1197 -8.4448 23.1399
C: -2.1427 -7.8777 23.2536
N: -2.3542 -6.8293 24.0151
C: -3.3606 -8.4814 22.5653
H: -1.6836 -6.5179 24.7032
H: -3.1746 -6.2492 23.9125
H: -4.2939 -7.9617 22.7821
H: -3.5348 -9.4098 23.1092
H: -3.2270 -8.5929 21.4893
O: 4.4116 -2.1622 22.8388
C: 3.6939 -2.7301 23.5696
N: 3.6887 -2.5602 24.8722
C: 2.6852 -3.7373 22.9644
H: 4.2832 -1.8521 25.2787
H: 2.9648 -2.8543 25.5122
H: 3.1692 -4.2136 22.1117
H: 1.7966 -3.2106 22.6165
H: 2.2678 -4.3819 23.7379
O: 2.5151 -10.9952 27.2463
C: 1.9406 -9.8902 27.3773
N: 2.3637 -8.6891 26.9803
C: 0.6121 -9.8849 28.1261
H: 1.7692 -7.9149 27.2396
H: 3.1906 -8.4984 26.4327
H: 0.4262 -10.9263 28.3886
H: -0.2231 -9.6116 27.4812
H: 0.7054 -9.2091 28.9762
N: 0.1852 -7.1562 36.8268
C: -0.0920 -6.8042 38.0853
C: 0.8045 -6.1909 38.9188
C: 2.1019 -5.9534 38.5499
C: 2.4544 -6.4783 37.2862
C: 1.4874 -7.1014 36.4791
H: -1.1186 -6.8709 38.4140
H: 0.4794 -5.8936 39.9048
H: 2.7666 -5.4297 39.2210
H: 3.4854 -6.3090 37.0127
H: 1.7576 -7.5067 35.5152
C: -2.0701 -1.2290 35.7587
C: -1.4697 0.1521 35.2987
O: -0.2773 0.3792 36.0459
S: -0.4765 -0.3000 37.5374
O: -0.9691 0.7461 38.4333
O: 0.7725 -0.9720 37.8760
O: -1.6840 -1.3697 37.1099
H: -1.7131 -2.0712 35.1660
H: -3.1599 -1.2121 35.7562
H: -2.0231 1.0782 35.4538
H: -1.1643 0.0951 34.2539
C: 5.9437 -0.8072 31.5876
C: 7.4101 -0.3579 31.8960
O: 7.9058 -1.2621 32.7900
S: 6.8921 -2.6267 33.0074
O: 6.7360 -2.9086 34.4408
O: 7.1695 -3.6788 32.0607
O: 5.6212 -1.7939 32.4939
H: 5.8315 -1.3364 30.6413
H: 5.1618 -0.0620 31.4415
H: 7.5345 0.5187 32.5319
H: 8.0726 -0.3816 31.0308
C: -3.3575 -10.6892 34.0258
C: -1.9494 -11.0631 33.5087
O: -2.2408 -12.3020 32.9038
S: -3.7946 -12.6532 32.4896
O: -4.2871 -13.7300 33.3467
O: -3.8753 -12.7382 31.0161
O: -4.2776 -11.2313 33.1073
H: -3.3961 -9.6111 33.8700
H: -3.5798 -10.9062 35.0706
H: -1.3332 -11.2725 34.3831
H: -1.4231 -10.3050 32.9287
C: -2.8623 -0.3492 26.6185
C: -1.8653 -0.4672 25.4797
O: -2.1856 0.4319 24.4834
S: -2.7917 1.8076 25.2122
O: -3.8607 2.5624 24.5469
O: -1.7782 2.6343 25.7929
O: -3.4100 0.9498 26.4406
H: -2.4052 -0.4984 27.5967
H: -3.7301 -0.9781 26.4198
H: -1.8610 -1.4417 24.9915
H: -0.9100 -0.4900 26.0041
C: 7.1259 -5.7320 26.9838
C: 8.2851 -4.8575 26.7487
O: 9.0664 -5.5324 25.8905
S: 8.1198 -6.2387 24.7153
O: 8.5995 -7.5711 24.4447
O: 7.9391 -5.3122 23.5863
O: 6.8630 -6.2836 25.7912
H: 6.2511 -5.2301 27.3972
H: 7.4849 -6.5493 27.6093
H: 8.7792 -4.5324 27.6643
H: 7.9533 -4.0137 26.1437
C: -7.0138 -8.4856 28.4378
C: -6.2469 -8.6818 27.0953
O: -7.0972 -9.5921 26.3494
S: -8.1840 -10.4363 27.2614
O: -7.7287 -11.8110 27.2648
O: -9.4945 -10.1458 26.6965
O: -7.7780 -9.7017 28.6445
H: -7.6608 -7.6086 28.4232
H: -6.3854 -8.3618 29.3198
H: -5.2470 -9.0839 27.2590
H: -6.2046 -7.7205 26.5833

Löwdin population analysis, charges in e, atoms 1 to 6: -0.117 -0.662 -0.121 -0.418 0.040 0.043

(2)
Formula: C4H6F3O2Rb
Source: the Open Molecules 2025 dataset
Level of theory: ωB97M-V with the def2-TZVPD basis set

Its charge is 0. The value obtained for the energy above the lowest of the compared OMol25 structures with the same formula, charge and spin is 68.8 kcal per mole. The HOMO energy is -0.2123 Eh. As for the frontier orbital gap: 3.961 eV. The value obtained for the strongest force on any atom is 4.51 eV Å⁻¹. Its LUMO energy is -1.817 eV.

Atoms and positions in Å:
Rb: -2.9861 -2.0177 -1.9514
C: 1.5273 -0.4340 -0.2533
O: 0.5192 -0.2575 0.6681
O: 2.4999 -1.2021 0.4117
C: 0.7873 -0.9828 -1.5906
F: 0.2368 -0.0327 -2.2859
F: 1.5474 -1.7605 -2.3324
F: -0.2756 -1.7438 -1.4113
C: -0.2641 1.0116 0.5818
C: -1.0158 1.0074 1.8908
H: -0.3208 1.1947 2.7094
H: -1.8026 1.7617 1.8824
H: -1.6797 0.1480 1.9842
H: -1.0129 0.8873 -0.2005
H: 0.3823 1.8877 0.5299
H: 1.8574 0.5329 -0.6330

natural (NBO) population analysis, charges in e, atoms 1 to 6: 0.995 0.319 -0.555 -0.875 0.888 -0.353

(3)
Formula: C34H54F5NO20
Source: the Open Molecules 2025 dataset
Level of theory: ωB97M-V with the def2-TZVPD basis set

Its charge is 0. The HOMO energy is -0.3441 Eh. As for the frontier orbital gap: 9.638 eV. The value obtained for the strongest force on any atom is 8.84 eV Å⁻¹. Its LUMO energy is 0.275 eV. The SMILES is CCOCCOC(=O)N(CCCO)CCCCCCCCCCOC.O=C1OC[C@@H](F)O1.O=C1OC[C@@H](F)O1.O=C1OC[C@@H](F)O1.O=C1OC[C@@H](F)O1.O=C1OC[C@@H](F)O1.

Atoms and positions in Å:
C: 1.6082 -3.7677 0.2265
C: 2.3975 -3.7654 -1.2455
O: 3.4930 -2.7898 -1.1085
C: 3.9797 -2.3126 -2.4138
C: 4.9457 -0.9896 -2.0763
O: 4.8898 0.0478 -3.1168
C: 3.6591 0.8929 -2.9627
O: 3.6021 1.9431 -3.8290
N: 2.6142 0.6298 -1.9016
C: 1.2011 0.8482 -2.3917
C: 0.4804 -0.5290 -2.9926
C: 0.1909 -0.3879 -4.6281
O: -0.2421 -1.7028 -5.1299
C: 2.9240 1.4459 -0.6481
C: 2.1567 0.8831 0.7080
C: 1.0506 2.0365 1.1240
C: -0.3216 1.4099 1.8094
C: -1.6313 1.4397 0.7988
C: -2.3388 -0.0686 0.7275
C: -3.2465 -0.3030 -0.6205
C: -4.4926 -1.3909 -0.3877
C: -5.9430 -0.6579 -0.7822
C: -6.9448 -1.8720 -1.2437
O: -8.2537 -1.3609 -1.6840
C: -8.1491 -0.5452 -2.9075
H: 2.2769 -4.3368 1.0004
H: 0.5502 -4.2374 0.0537
H: 1.5777 -2.6251 0.5497
H: 1.6430 -3.5425 -2.1138
H: 2.9076 -4.8136 -1.4804
H: 4.6348 -3.0995 -2.9812
H: 3.1445 -1.9041 -3.1318
H: 6.0571 -1.4248 -2.1046
H: 4.7800 -0.6100 -0.9822
H: 1.0802 1.6571 -3.2285
H: 0.4841 1.1948 -1.5021
H: 1.0434 -1.5131 -2.7036
H: -0.6050 -0.6216 -2.5044
H: 1.1951 -0.0042 -5.1064
H: -0.7026 0.3727 -4.7603
H: -0.5478 -2.2361 -4.3254
H: 4.0887 1.3738 -0.3994
H: 2.7127 2.5781 -0.8636
H: 1.5412 -0.0700 0.3685
H: 2.8812 0.5721 1.5725
H: 0.7902 2.6812 0.1595
H: 1.5947 2.7584 1.8951
H: -0.0398 0.2972 2.1199
H: -0.6197 2.0590 2.7659
H: -1.4076 1.8961 -0.2562
H: -2.4502 2.1362 1.2954
H: -1.4807 -0.8757 0.7562
H: -3.0249 -0.2582 1.6599
H: -2.5499 -0.8050 -1.4490
H: -3.6273 0.7035 -1.1078
H: -4.4717 -1.7713 0.7272
H: -4.4060 -2.3093 -1.1374
H: -5.7199 0.0902 -1.6838
H: -6.3212 -0.0972 0.1762
H: -6.4372 -2.5236 -2.0892
H: -7.0728 -2.5850 -0.2977
H: -9.1563 -0.5522 -3.5354
H: -7.2843 -0.9072 -3.6182
H: -7.8734 0.5790 -2.6157
O: -1.2394 2.2747 -2.2127
C: -1.7639 2.9748 -3.0628
O: -1.4068 4.2708 -3.3166
C: -2.1524 4.6764 -4.4469
C: -3.3182 3.7481 -4.4153
F: -3.7558 3.4808 -5.6662
O: -2.7819 2.5640 -3.8701
H: -1.5403 4.5574 -5.3472
H: -2.4528 5.7243 -4.3629
H: -4.1514 4.0948 -3.7948
O: -7.0471 3.0664 -4.8174
C: -7.2480 2.3162 -5.7580
O: -7.6633 2.7298 -6.9941
C: -7.6480 1.5857 -7.8240
C: -7.7654 0.4715 -6.8409
F: -7.1127 -0.6286 -7.2784
O: -7.0935 0.9635 -5.7036
H: -6.7084 1.5575 -8.3860
H: -8.4802 1.6044 -8.5328
H: -8.7963 0.2131 -6.5764
O: 0.9718 -2.3231 3.3533
C: 0.5300 -1.8135 4.3697
O: 1.0953 -1.9556 5.6073
C: 0.3674 -1.1129 6.4779
C: -0.9404 -0.9753 5.7762
F: -1.4922 0.2351 6.0175
O: -0.5909 -1.0400 4.4122
H: 0.8939 -0.1584 6.5835
H: 0.2629 -1.5672 7.4669
H: -1.6606 -1.7668 6.0097
O: 5.5529 0.1115 6.2313
C: 5.3520 -0.6387 5.2908
O: 4.9367 -0.2251 4.0547
C: 4.9520 -1.3692 3.2248
C: 4.8346 -2.4833 4.2079
F: 5.4873 -3.5834 3.7704
O: 5.5065 -1.9914 5.3452
H: 5.8916 -1.3973 2.6628
H: 4.1198 -1.3505 2.5159
H: 3.8037 -2.7418 4.4724
O: 8.8529 2.6327 10.9448
C: 8.6520 1.8825 10.0042
O: 8.2367 2.2961 8.7681
C: 8.2520 1.1520 7.9382
C: 8.1346 0.0378 8.9214
F: 8.7873 -1.0623 8.4838
O: 8.8065 0.5297 10.0587
H: 9.1916 1.1238 7.3763
H: 7.4198 1.1706 7.2294
H: 7.1037 -0.2206 9.1858

Löwdin population analysis, charges in e, atoms 1 to 6: -0.084 -0.248 -0.236 -0.159 -0.152 -0.065